No. 1
Below is a structure of composition C35H46Cl2FeGe2N3O2S3 at a distorted geometry, with properties calculated with ωB97M-V/def2-TZVPD.

Its spin multiplicity is 6. The energy above the lowest of the compared OMol25 structures with the same formula, charge and spin comes out at 180.2 kJ/mol. As for the charge: +2. As for the molecular weight: 908.9 g mol⁻¹. As for the HOMO-LUMO gap (alpha / beta): 6.51 / 6.07 eV. As for the calculated total energy: -9208.0511 Ha.

Last column: Mulliken charge in e.
Geometry (Å):
Fe1 1.64392 -0.06521 -1.05882  1.990
Cl1 -0.30121 -1.01140 -2.59558  0.133
C1 -0.59170 -2.69174 -2.27426  -0.079
C2 -1.55502 -3.35684 -3.00457  -0.743
C3 -1.75535 -4.70461 -2.76034  -0.569
C4 -0.99308 -5.36636 -1.81457  -0.645
C5 -0.03285 -4.68405 -1.08666  0.070
Cl2 0.90723 -5.56099 0.05869  -0.149
C6 0.18763 -3.31057 -1.29217  0.176
S1 1.43697 -2.45784 -0.40425  -0.546
H1 -2.12868 -2.83490 -3.76069  0.485
H2 -2.50871 -5.24296 -3.32247  0.413
H3 -1.13544 -6.42472 -1.64035  0.494
C7 2.63959 -2.19273 3.80588  -1.442
C8 2.42163 -1.42053 2.49745  0.133
Ge1 0.50241 -1.46615 2.01550  -0.062
C9 -0.27808 -3.26577 2.20879  -0.425
C10 -0.94082 -3.47299 3.57837  -1.430
C11 -0.62260 -0.42003 3.25862  -0.532
C12 -1.64150 0.38161 2.95576  0.434
Ge2 -1.78335 0.86344 1.05361  -0.337
C13 -1.47984 2.80115 0.66036  -0.260
C14 -1.67259 3.81060 1.79510  -1.389
C15 -3.39926 0.05388 0.23910  -0.484
C16 -4.67562 0.85714 0.52826  -1.200
C17 -2.67000 0.83266 3.92442  0.748
C18 -3.57833 1.83819 3.59495  0.363
C19 -4.54719 2.26051 4.49283  -1.365
C20 -4.63424 1.66637 5.74322  -0.504
C21 -3.76347 0.63352 6.07447  -0.821
C22 -2.79748 0.21647 5.17437  -0.727
H4 3.70601 -2.22418 4.03673  0.431
H5 2.28901 -3.22514 3.73281  0.315
H6 2.13246 -1.71518 4.64803  0.359
H7 2.97657 -1.87685 1.67888  0.336
H8 2.75810 -0.38757 2.58998  0.060
H9 0.53933 -3.96919 2.05755  0.342
H10 -1.00376 -3.43898 1.41006  0.390
H11 -0.24972 -3.26962 4.40125  0.280
H12 -1.27376 -4.50778 3.67826  0.445
H13 -1.81386 -2.82903 3.70105  0.367
H14 -0.46453 -0.75933 4.28670  0.599
H15 -2.13399 3.03117 -0.18050  0.413
H16 -0.46179 2.84051 0.27691  0.314
H17 -2.72561 4.03018 1.96367  0.402
H18 -1.18688 4.75277 1.52998  0.442
H19 -1.24888 3.46887 2.74226  0.330
H20 -3.47599 -0.95672 0.64320  0.457
H21 -3.22561 -0.03658 -0.83240  0.434
H22 -4.94248 0.81638 1.58290  0.358
H23 -5.51099 0.44287 -0.03974  0.435
H24 -4.56924 1.91098 0.24928  0.262
H25 -3.52479 2.29552 2.61545  0.479
H26 -5.24176 3.04716 4.21814  0.418
H27 -5.38858 1.99311 6.44946  0.411
H28 -3.84896 0.14393 7.03755  0.424
H29 -2.14396 -0.60459 5.44581  0.313
C23 2.31366 2.30022 2.15012  -0.918
C24 3.38471 1.98426 1.15947  0.155
N1 3.32614 1.08300 0.20594  0.466
C25 4.54996 0.96675 -0.44573  -0.318
C26 5.50433 1.81868 -0.01106  -0.523
S2 4.90540 2.76791 1.27003  -0.199
C27 4.71866 -0.02975 -1.49685  -0.380
C28 5.86671 -0.34246 -2.14507  -0.529
S3 5.55373 -1.51569 -3.34139  -0.149
C29 3.89791 -1.54101 -2.90926  0.237
N2 3.61573 -0.72590 -1.92623  1.046
C30 2.90803 -2.40302 -3.62513  -0.920
H30 1.43951 1.68631 1.96850  -0.195
H31 2.04002 3.35536 2.11048  0.525
H32 2.67035 2.10101 3.16304  0.429
H33 6.51859 1.93290 -0.36736  0.452
H34 6.86613 0.04012 -1.98601  0.441
H35 3.33487 -2.79903 -4.54513  0.524
H36 2.02135 -1.81990 -3.86895  0.037
H37 2.60536 -3.24181 -2.99491  0.183
O1 2.10094 1.25512 -2.91548  -0.540
C31 1.03235 1.87778 -3.02133  0.112
O2 0.07349 1.79761 -2.20239  -0.580
C32 0.83807 2.82201 -4.23584  -0.036
N3 -0.63555 3.17945 -4.27181  0.069
C33 -1.24081 2.54190 -5.50316  -0.635
C34 -0.24221 1.45897 -5.89318  -0.301
C35 1.10858 2.11203 -5.56378  -0.873
H38 1.45618 3.70336 -4.08104  0.370
H39 -0.81065 4.17805 -4.24909  0.382
H40 -0.96961 2.75025 -3.39267  0.117
H41 -1.30002 3.29811 -6.28135  0.379
H42 -2.24252 2.18093 -5.28654  0.369
H43 -0.33996 1.20025 -6.94492  0.469
H44 -0.38951 0.55763 -5.29948  0.008
H45 1.37878 2.82950 -6.34028  0.419
H46 1.92199 1.40131 -5.45044  0.362

=====

No. 2
Below is a structure of composition C35H46HfN2O4P2S2 at a distorted geometry, with properties calculated with ωB97M-V/def2-TZVPD.

The energy above the lowest of the compared OMol25 structures with the same formula, charge and spin comes out at 78.0 kJ/mol. As for the molecular weight: 863.3 g mol⁻¹. As for the HOMO-LUMO gap: 5.74 eV. As for the calculated total energy: -3299.0881 Ha.

Last column: Mulliken charge in e.
Geometry (Å):
Hf1 0.29001 0.04152 0.10844  0.502
C1 -3.28123 1.59281 -4.15406  -1.452
C2 -3.14580 1.02689 -2.74146  0.353
C3 -3.41229 -0.47545 -2.75667  -1.191
P1 -1.50197 1.34283 -1.94209  1.593
C4 -1.28436 3.19418 -1.80480  1.896
C5 -2.50912 3.72090 -1.04775  -1.867
C6 -0.94613 4.10730 -2.98146  -1.783
C7 -0.33113 0.61949 -3.12981  0.086
C8 0.14016 1.25074 -4.28135  -1.034
C9 1.11556 0.66639 -5.06614  -1.106
C10 1.63595 -0.56910 -4.69985  -0.899
C11 1.16764 -1.21574 -3.57350  -0.179
C12 0.16902 -0.64483 -2.78260  -0.429
N1 -0.23655 -1.25546 -1.56702  0.513
C13 -0.73315 -2.55510 -1.65550  0.167
C14 -1.00796 -3.19768 -2.87973  -0.407
C15 -1.54920 -4.46807 -2.91698  -1.064
C16 -1.85223 -5.16038 -1.75143  -0.917
C17 -1.60899 -4.53971 -0.54083  -0.240
C18 -1.05673 -3.26456 -0.47644  -0.340
P2 -0.81986 -2.36205 1.06330  0.975
C19 0.18666 -3.47416 2.17602  1.539
C20 -0.61543 -4.35338 3.13738  -1.447
C21 1.12963 -4.36256 1.36062  -1.727
C22 -2.53259 -2.33650 1.78000  0.273
C23 -2.60839 -1.52638 3.07409  -1.486
C24 -3.51428 -1.77544 0.75508  -1.516
H1 -4.28038 1.37853 -4.53949  0.486
H2 -3.13597 2.67033 -4.19403  0.270
H3 -2.55858 1.12344 -4.82457  0.267
H4 -3.87925 1.51316 -2.09004  0.752
H5 -2.62732 -1.00577 -3.29793  0.188
H6 -3.46695 -0.89344 -1.75430  0.009
H7 -4.35677 -0.67537 -3.26726  0.592
H8 -0.43533 3.25418 -1.11708  -0.881
H9 -3.37368 3.80116 -1.71070  0.370
H10 -2.78098 3.07202 -0.21111  0.358
H11 -2.30342 4.71814 -0.65450  0.439
H12 -1.67826 4.05743 -3.78614  0.221
H13 -0.92739 5.14080 -2.62631  0.450
H14 0.03848 3.88978 -3.39021  0.442
H15 -0.26153 2.20998 -4.57016  0.604
H16 1.48351 1.17617 -5.94653  0.444
H17 2.42276 -1.02249 -5.28901  0.422
H18 1.58934 -2.16665 -3.27240  0.596
H19 -0.80420 -2.69332 -3.81284  0.399
H20 -1.74430 -4.92341 -3.88043  0.398
H21 -2.27482 -6.15543 -1.78892  0.466
H22 -1.85815 -5.05430 0.38119  0.284
H23 0.78824 -2.77030 2.75931  -0.200
H24 -1.24970 -5.05974 2.59658  0.220
H25 0.08229 -4.94506 3.73383  0.468
H26 -1.24124 -3.79314 3.82817  0.351
H27 0.57966 -5.16702 0.87173  0.366
H28 1.67606 -3.80204 0.60543  0.303
H29 1.85787 -4.81541 2.03722  0.476
H30 -2.80467 -3.37649 1.98855  0.812
H31 -2.49212 -0.46687 2.84223  -0.078
H32 -3.58758 -1.66895 3.53834  0.549
H33 -1.83735 -1.78196 3.79636  0.289
H34 -3.22392 -0.75947 0.46796  0.036
H35 -3.55676 -2.39154 -0.14164  0.306
H36 -4.51764 -1.72636 1.18490  0.594
O1 -1.59837 2.39354 3.21309  -0.560
C25 -0.88007 1.93650 2.20015  -0.490
O2 -1.35194 1.12715 1.37198  -0.158
C26 0.30603 2.75117 1.83989  0.524
C27 0.75164 3.92494 2.41540  -0.932
C28 1.85911 4.53761 1.82777  -0.549
C29 2.45174 3.99197 0.70101  -0.949
C30 1.92607 2.80761 0.19441  0.418
N2 0.89577 2.22300 0.77182  0.938
C31 2.36320 2.07316 -1.06754  -0.076
O3 3.14748 2.59604 -1.82883  -0.746
O4 1.74897 0.94803 -1.20008  -0.507
H37 -2.35950 1.80847 3.34365  0.448
H38 0.25880 4.34410 3.27956  0.622
H39 2.24471 5.45576 2.25096  0.488
H40 3.29416 4.44721 0.20050  0.595
C32 4.52424 -1.04345 2.44836  -1.804
C33 3.06194 -0.77117 2.21656  0.939
S1 2.46613 -1.24619 0.62704  -0.345
C34 2.27567 -0.23426 3.16262  0.640
C35 2.75856 0.17327 4.52377  -1.826
S2 0.56430 -0.01476 2.83058  0.126
H41 5.02000 -1.28426 1.51110  0.472
H42 4.66717 -1.88623 3.13066  0.333
H43 5.02341 -0.17634 2.88584  0.379
H44 3.60884 -0.42940 4.84597  0.462
H45 1.96358 0.06080 5.26151  0.417
H46 3.06980 1.22275 4.53946  0.254

=====

Question: Among the records above, which one has the lowest molecular weight?
Answer: C35H46HfN2O4P2S2